Record 1
The following is a DFT calculation (ωB97M-V/def2-TZVPD) of C17H23N3O4S as an isolated structure.

The geometry in XYZ format:
```
48
Properties=species:S:1:pos:R:3:forces:R:3
C 1.0795 -4.7257 3.5432 0.5971 5.2692 -0.1830
C 0.3345 -4.1660 2.2841 -2.2882 -3.8430 1.9948
O -0.7975 -4.5573 1.9896 1.3294 0.5356 1.1458
N 1.0956 -3.3882 1.5386 5.4687 0.1183 2.4964
C 0.8560 -2.6994 0.4595 -9.3744 -1.4806 -3.0690
C -0.6256 -2.9491 -0.0500 2.5097 2.2900 0.0093
C -1.0462 -2.3072 -1.1443 6.3687 2.1165 -2.2975
C 0.1493 -1.5496 -2.0231 -2.9517 -0.5440 2.6350
C 1.4105 -1.4656 -1.4985 -2.8923 0.9147 -2.7677
C 1.6492 -2.0062 -0.2944 1.5059 -0.2523 0.5616
H 2.6041 -2.1409 -0.0358 4.1060 0.2822 1.1639
H 2.1437 -0.9662 -2.0768 0.8128 0.3837 -0.2882
S -0.3048 -0.4187 -3.2974 -5.2410 -6.3006 -6.5133
O -1.6395 -1.1597 -4.1110 5.2434 2.9348 3.7296
O 0.8553 -0.2714 -4.2144 -1.7666 1.2055 2.5225
N -1.0137 0.8579 -2.6420 6.4521 4.0512 -3.3785
C 0.1413 1.7681 -2.0164 -1.1974 -6.3775 -0.4575
C -0.3530 3.0641 -1.7486 0.6010 1.3995 -6.5052
H -0.6005 3.5771 -2.9131 0.1781 -1.3097 3.4936
H 0.4317 3.5882 -1.4291 3.2020 2.5749 1.3220
C -1.3669 2.9858 -0.8393 -7.6567 -1.0931 3.4476
C -1.1678 2.2514 0.5151 8.5724 15.5623 -5.9726
O -1.5543 1.3278 0.8939 -6.6434 -14.4595 6.0008
N -0.2162 3.0367 1.1451 4.8276 3.7687 -0.8364
C 0.7631 2.6391 2.1401 -16.7997 7.4906 4.8516
C 2.0385 2.6466 2.3126 11.2283 0.7655 0.6266
C 1.2225 1.4712 2.5401 1.7713 -6.7018 -8.1455
H 1.0998 0.7431 3.1517 -0.9290 -3.1004 5.7012
H 1.0646 0.6963 1.6033 1.2608 1.7602 1.1118
H 2.4919 2.9255 3.3115 -0.2910 0.6803 -1.7932
H 2.6236 2.7634 1.3638 0.1858 -0.4787 1.2087
H 0.1788 3.0708 3.2338 1.5441 -0.3612 -2.4992
H 0.2166 4.0105 0.6742 -2.2189 -3.6884 1.2666
C -2.5402 2.2420 -1.3723 -5.0241 -3.1463 -3.4305
C -2.0693 0.8131 -1.8162 -6.5907 -1.0902 -2.4472
H -2.9136 0.1938 -2.6486 1.9531 1.5867 3.3027
H -1.7008 0.2618 -1.0403 -0.5888 -1.8917 2.8627
H -3.6642 2.0286 -0.7254 3.9460 0.9958 -1.3240
H -2.9757 2.6742 -2.3861 1.0368 -0.3358 2.0324
H -1.9188 3.8553 -0.6716 0.1893 2.4127 0.9957
H 0.8272 1.7494 -2.8120 1.6520 -0.1039 -0.3876
H 0.3090 0.9964 -1.1444 0.9357 2.3146 -0.8328
H -1.9110 -2.4296 -1.6716 -2.4068 -0.1546 -0.9589
H -1.3280 -3.5096 0.5000 -0.1828 -0.4973 0.4766
H 2.1100 -3.3795 1.8138 -1.4717 0.0540 -0.0103
H 1.4766 -3.7406 4.1139 -1.1646 -2.0016 -0.8681
H 0.5201 -5.2925 4.2180 -0.9658 -0.9568 0.5765
H 2.0141 -5.1151 3.2772 1.1672 -1.2984 -0.5699
```
Forces are in eV/Å.

Frontier orbital gap (eV): 8.8
Molecular weight (g mol⁻¹): 365.46
HOMO (eV): -8.7152
Multiplicity: 1
LUMO level (eV): 0.11

Taken from the Löwdin analysis, the atomic charges in e are:
1. C 0.02
2. C -0.47
3. O 0.05
4. N 0.11
5. C -0.20
6. C 0.05
7. C 0.04
8. C -0.20
9. C -0.09
10. C -0.09
11. H 0.09
12. H 0.11
13. S 0.82
14. O -0.44
15. O -0.32
16. N -0.30
17. C -0.12
18. C -0.22
19. H 0.24
20. H 0.08
21. C -0.34
22. C -0.57
23. O 0.25
24. N 0.13
25. C -0.52
26. C -0.12
27. C -0.14
28. H 0.05
29. H 0.17
30. H 0.15
31. H 0.15
32. H 0.21
33. H 0.23
34. C -0.13
35. C -0.28
36. H 0.22
37. H 0.05
38. H 0.21
39. H 0.15
40. H 0.14
41. H 0.10
42. H 0.16
43. H 0.07
44. H 0.07
45. H 0.19
46. H 0.13
47. H 0.05
48. H 0.05

Record 2
The following is a DFT calculation (ωB97M-V/def2-TZVPD) of C22H42AlNP3SSe as an isolated structure.

The geometry in XYZ format:
```
71
Properties=species:S:1:pos:R:3:forces:R:3
Al 0.0898 0.5312 0.3750 0.5284 -0.0707 0.9762
P 2.1094 -0.1891 1.8225 0.0904 0.0278 0.4497
P 1.6985 0.9446 -1.4323 0.1166 0.4663 -0.3268
P -1.3046 -0.8665 1.8885 -0.4248 0.1254 0.6307
H -4.4012 -2.1817 -6.3891 -0.3621 0.1303 -0.0154
C -5.2580 -2.0039 -5.7341 -0.9015 0.5106 -0.2365
C -5.8366 -0.8071 -5.6006 -0.2189 -0.4222 -0.3701
H -5.5527 0.0531 -6.2173 0.0974 -0.3001 0.4151
C 2.8760 -1.8191 1.5738 -0.0600 -0.1130 -0.2452
C 3.5524 0.9147 1.8004 0.1927 0.0811 -0.2564
C 1.8493 -0.2371 3.6203 -0.1262 0.0625 0.3228
C 0.7350 1.1028 -2.9574 -0.2217 0.1375 -0.0596
C 2.6557 2.4864 -1.3282 0.2089 0.3696 0.0973
C 2.9913 -0.2568 -1.8697 0.1022 -0.3005 0.1170
C -2.9258 -1.0823 1.1032 -0.1957 0.3894 -0.1281
C -1.6707 -0.0944 3.4935 -0.2441 0.3197 0.3066
C -0.8919 -2.5564 2.4172 0.2433 -0.2237 -0.1614
H -5.6816 -2.8764 -5.2155 0.0759 0.4287 -0.3087
H -6.7245 -0.6913 -4.9676 0.3989 0.0022 -0.2472
H 3.7331 -1.8814 2.2501 -0.0494 -0.0768 -0.0847
H 3.2213 -1.9531 0.5476 0.0145 -0.0301 0.0729
H 2.1810 -2.6275 1.8132 0.0352 0.0864 -0.0168
H 4.2772 0.4991 2.5058 0.0222 0.1289 -0.0806
H 3.2874 1.9265 2.1168 0.0218 -0.1376 -0.0178
H 4.0190 0.9594 0.8146 0.0092 0.0128 0.1018
H 2.8328 -0.4277 4.0659 -0.2053 -0.0335 0.0346
H 1.1657 -1.0303 3.9302 0.1448 0.1103 -0.0503
H 1.4832 0.7235 3.9972 0.0886 -0.3394 -0.1116
H 1.3435 1.6044 -3.7135 -0.1139 -0.0815 -0.0525
H -0.1756 1.6898 -2.7714 0.2783 -0.0588 -0.0916
H 0.4367 0.1152 -3.3231 0.0944 0.1317 0.0241
H 3.4714 2.4357 -2.0650 -0.2515 0.1614 0.1981
H 3.0974 2.6413 -0.3328 -0.1175 -0.1643 -0.3488
H 2.0198 3.3476 -1.5619 0.0634 -0.1463 -0.0392
H 3.5585 0.1569 -2.7135 -0.1305 -0.1373 0.1355
H 2.5356 -1.2077 -2.1707 0.2355 0.2128 0.0255
H 3.6901 -0.4374 -1.0418 -0.1846 0.0738 -0.2447
H -3.6409 -1.4311 1.8544 0.0333 -0.0030 -0.1620
H -2.8700 -1.8059 0.2857 0.0099 0.0372 0.1249
H -3.2788 -0.1247 0.6871 0.0598 -0.3054 0.1959
H -2.4948 -0.6585 3.9544 0.1966 0.2100 -0.0560
H -1.9758 0.9557 3.3753 0.0366 -0.3618 -0.0021
H -0.8114 -0.1360 4.1788 -0.2680 -0.0266 -0.3144
H -1.6840 -2.8972 3.0961 0.1710 0.0096 -0.1615
H 0.0684 -2.6011 2.9485 -0.3009 -0.0365 -0.1711
H -0.8535 -3.2095 1.5371 -0.0025 0.0013 0.3507
C -1.2560 -2.2929 -2.1047 0.3882 0.0685 0.3352
C -2.0942 -1.2674 -2.6037 -1.0271 0.2877 -0.7947
C -3.1136 -1.5820 -3.4994 0.9954 0.7820 0.9137
C -3.2533 -2.8923 -3.9515 0.4151 -0.6663 0.1387
C -2.4447 -3.9258 -3.4774 0.7552 0.1127 0.6568
C -1.4642 -3.6281 -2.5426 -0.0461 -1.0877 -0.3320
Se 0.1508 -2.0311 -0.8906 -1.1140 -0.0324 -0.9498
H -1.0057 -0.0525 -0.8137 0.4850 0.0596 0.2785
H -1.9817 -0.2155 -2.3314 0.0938 -0.4830 0.0601
H -3.7737 -0.7948 -3.8577 0.1052 -0.2597 -0.0479
H -3.9753 -3.1299 -4.6991 -0.1306 -0.0730 0.0152
H -2.5749 -4.9434 -3.8444 0.0483 0.2715 0.1634
H -0.8370 -4.4408 -2.1552 -0.2078 0.4156 -0.1302
S -0.5425 2.6658 1.2982 -0.0459 -0.7524 -0.5611
C 0.7627 3.2197 2.3128 0.9885 0.5491 -0.4886
N 1.7031 4.0291 1.6988 -0.1055 0.4519 1.4593
C 2.6896 4.6872 2.4006 -0.6522 -0.6164 -0.2222
C 2.8416 4.3975 3.7406 -0.0331 0.1338 0.2116
C 1.8841 3.6063 4.4103 0.4523 0.6577 -0.3408
C 0.8500 3.0311 3.6969 -0.1667 0.0963 -0.5366
H 1.5588 4.2677 0.7184 -0.0835 -0.1192 0.2646
H 3.2637 5.4558 1.8684 -0.1143 -0.6020 0.1435
H 3.6690 4.8388 4.2930 -0.2942 0.0668 -0.1334
H 1.9242 3.5417 5.4972 0.0698 -0.2234 -0.2547
H 0.0720 2.4591 4.1885 0.0333 0.1044 -0.0664
```
Forces are in eV/Å.

Frontier orbital gap (spin up / spin down) (eV): 4.8 / 4.5
Molecular weight (g mol⁻¹): 551.52
HOMO (spin up / spin down) (eV): -16.0173 / -16.0125
Net charge: +3
Multiplicity: 1
LUMO level (spin up / spin down) (eV): -11.19 / -11.55

Taken from the Löwdin analysis, the atomic charges in e are:
1. Al -0.27
2. P 0.77
3. P 0.71
4. P 0.70
5. H 0.08
6. C -0.13
7. C -0.04
8. H 0.07
9. C -0.22
10. C -0.22
11. C -0.23
12. C -0.23
13. C -0.23
14. C -0.24
15. C -0.23
16. C -0.24
17. C -0.24
18. H 0.08
19. H 0.07
20. H 0.08
21. H 0.04
22. H 0.05
23. H 0.07
24. H 0.03
25. H 0.04
26. H 0.08
27. H 0.04
28. H 0.02
29. H 0.08
30. H 0.06
31. H 0.05
32. H 0.08
33. H 0.02
34. H 0.06
35. H 0.08
36. H 0.02
37. H 0.04
38. H 0.07
39. H 0.04
40. H 0.07
41. H 0.07
42. H 0.04
43. H 0.04
44. H 0.08
45. H 0.04
46. H 0.03
47. C -0.56
48. C -0.10
49. C 0.01
50. C 0.01
51. C 0.01
52. C -0.08
53. Se 1.01
54. H -0.02
55. H 0.08
56. H 0.11
57. H 0.05
58. H 0.14
59. H 0.12
60. S 0.74
61. C -0.63
62. N 0.07
63. C 0.00
64. C 0.00
65. C 0.02
66. C -0.08
67. H 0.14
68. H 0.16
69. H 0.14
70. H 0.15
71. H 0.12